Entry 1:
14
Properties=species:S:1:pos:R:3 method="wB97M-V/def2-TZVPD" relative_energy_ev=6.1505 homo_energy_ev=-9.2 multiplicity=1 gap_ev=9.97
N -1.8231 -0.5568 0.1857
N -0.8234 -1.0689 -0.6370
H 0.1264 -1.5435 1.0799
H -1.1168 2.2186 0.6132
H -1.5787 1.6388 -0.9331
C -0.6709 0.2330 0.0487
H -1.8629 -1.3254 1.5837
H 0.2329 1.9984 -0.3528
C 1.7270 -0.6641 -0.3350
H 2.1935 0.2001 0.2360
C -0.7659 1.6574 -0.2329
H 1.5840 -0.5524 -1.3227
C 0.3153 -0.8496 0.2529
H 2.4627 -1.3857 -0.1866

Entry 2:
93
Properties=species:S:1:pos:R:3 method="wB97M-V/def2-TZVPD" homo_energy_ev=-5.0 multiplicity=1 gap_ev=5.17
Si 3.7718 -0.0471 1.1988
H -2.8033 -1.0452 1.7069
H 0.0664 -2.8998 -1.3910
H 0.8728 4.4996 -3.3053
C 2.2155 -2.4367 4.7571
C -1.6360 2.7396 1.2616
H 0.0776 3.0981 4.1892
H 1.8349 0.2586 6.2471
C -0.0790 -3.9143 2.0445
H -2.6025 2.8732 0.7885
H 1.8945 -3.3885 4.3147
H 3.2351 -3.8092 2.4990
H -4.2873 -2.0305 -2.2739
C 1.9086 0.5339 5.1801
H 3.7966 -3.3874 0.8517
C 4.1458 -0.6533 -0.5477
H -5.1369 0.7357 -1.2810
C -0.1205 2.8134 3.1578
H 3.3281 2.3993 0.5757
H 2.0316 0.5932 -2.6596
H 1.8200 -2.6855 -1.4725
H -1.9374 2.8977 -4.5345
H 3.5612 -0.1454 -1.3263
C -0.6635 -1.0758 4.4540
Tl -1.3736 1.1460 -1.1713
H 5.2071 -0.4037 -0.7127
H -3.0006 -1.4635 -6.9241
H 0.3807 4.2165 -1.6336
H 5.8850 -0.5739 2.2184
H -1.3306 0.3938 -6.7500
C -1.7457 -0.0605 -5.8672
Si 1.2755 -3.1661 0.9758
H -3.3157 2.6712 -1.8013
O -2.8411 3.3190 -4.4756
H -0.8494 -1.2253 5.5316
C -1.3104 0.4538 -4.6202
H -5.1576 2.8940 -2.5908
H -0.8425 4.3798 -2.8787
C -3.2518 -1.6790 -2.1716
O -4.7013 2.1546 -3.0243
H -2.0709 3.8237 3.0848
H -5.5783 -0.6247 -0.2124
H 2.9700 0.7252 4.9545
C -0.4529 1.6225 -4.4769
C 0.6696 1.9853 1.0167
H 4.8049 -1.9609 2.5282
H 0.1494 -3.9256 3.1200
H 5.0083 2.0288 0.9936
H -3.7483 -2.3948 1.0314
C 4.8642 -0.8630 2.5061
H -2.0586 -2.2776 0.6992
C 1.0216 -3.2155 -0.9332
H 2.8370 -4.8883 1.1207
H 1.4377 1.7721 0.2973
C -2.7338 -1.1032 -3.5314
C 2.9761 -3.8394 1.4293
C -3.1866 -1.5769 -4.7668
H 4.0255 -1.7381 -0.6888
H -3.9307 -2.3472 -4.7826
H 2.0834 -2.4809 5.8483
H 1.7352 1.7903 2.9285
H -1.1911 -0.1604 4.1404
Si 1.2006 -0.9291 4.2183
H 0.0140 1.9921 -5.3968
C -2.6820 -1.0722 -5.9549
H 3.2879 -2.3098 4.5407
H 4.6636 -0.4949 3.5238
P 0.1778 2.1457 -2.9097
Te 0.1071 -0.9624 0.3899
H 3.7922 2.2400 2.2764
Si 1.8726 -1.1103 2.0080
C 0.8529 2.1418 2.3961
H -3.0563 3.5935 -5.3734
C -4.8203 0.1373 -0.4200
C 3.9603 1.8283 1.2693
H 2.2289 1.9445 -1.5657
H -4.0463 2.5863 -3.6519
H 1.0392 -4.2992 -1.0750
H -2.6542 -2.5798 -1.9496
C 0.1518 3.9642 -2.6770
H -2.9774 3.2418 -1.4114
H 1.3548 1.4720 5.0317
N -1.8002 -0.1581 -3.4992
H -1.1251 -1.9166 3.9152
C -0.5934 2.1523 0.5454
H -0.0860 -4.9482 1.6703
C 1.9082 1.6771 -2.5799
H 2.6252 2.1449 -3.2663
P -3.1902 -0.6195 -0.6711
C -1.3180 3.1634 2.5681
H -1.0863 -3.4976 1.9377
H -4.7887 0.8095 0.4478
C -2.9664 -1.6686 0.8173